# 1
C20H39ClIMgN2O13P as an isolated structure. Source: OMol25; level of theory: wB97M-V/def2-TZVPD.

```
78
Properties=species:S:1:pos:R:3:forces:R:3
N 3.801529 1.468520 1.930062 0.0 0.7 0.6
C 2.752328 2.046802 1.285791 0.4 0.5 0.3
C 1.498868 1.993422 1.847399 -0.1 0.1 0.2
N 0.393069 2.547139 1.277071 0.2 0.2 0.2
C -0.895440 2.401378 1.991402 0.0 -0.3 0.0
C -1.889230 1.503123 1.249440 -0.2 -0.4 0.3
C -3.353723 1.653360 1.690894 0.4 0.1 -0.4
C -3.952608 3.051262 1.641512 -0.7 -0.1 0.3
O -3.658822 3.844044 2.788983 0.3 0.0 -0.1
C 0.540631 3.201036 0.123765 -0.7 0.3 -1.0
I -1.042836 4.226278 -0.803131 0.1 0.1 0.3
C 1.775712 3.285898 -0.521208 -0.1 -0.1 0.3
C 2.889524 2.699898 0.036032 0.0 1.0 0.3
C 4.190391 2.832168 -0.655781 0.0 0.2 0.3
O 5.255134 2.748308 -0.126486 0.4 -0.2 0.1
O 4.036780 3.062829 -1.986734 -0.4 -0.2 -0.3
C 5.020426 2.398835 -2.771556 -0.1 -0.6 0.0
P 4.597485 2.496991 -4.522732 0.6 2.2 -1.3
O 5.045899 3.761675 -5.112235 0.2 0.0 0.1
O 3.012998 2.320944 -4.740036 0.3 -1.1 0.6
O 5.343616 1.309826 -5.303561 -0.8 -0.5 0.6
H 4.643042 2.037276 1.862532 0.1 -0.2 -0.4
H 3.612636 1.363656 2.920452 0.0 -0.2 0.0
H 1.347882 1.503811 2.796469 0.0 0.0 0.0
H -0.638846 1.885268 2.912502 0.0 0.2 0.2
H -1.265115 3.380753 2.274237 0.0 0.1 -0.3
H -1.837325 1.586346 0.164019 0.1 0.3 0.0
H -1.605494 0.472771 1.478911 0.1 0.0 -0.2
H -3.937162 1.047220 0.993444 0.0 -0.2 0.1
H -3.484508 1.223203 2.684633 -0.1 0.1 0.1
H -5.038318 2.925901 1.648273 0.0 0.0 0.0
H -3.726967 3.582426 0.715062 0.2 -0.1 0.0
H -3.003036 4.510325 2.568241 -0.1 0.1 0.0
H 1.870011 3.827844 -1.451725 -0.1 0.2 0.1
H 6.005509 2.850781 -2.664291 0.0 0.0 -0.1
H 5.064427 1.347536 -2.474322 0.1 0.0 0.2
H 2.857783 1.763333 -5.514784 -0.3 0.2 -0.1
H 4.912192 0.452793 -5.174239 0.3 -0.2 0.0
Cl 3.180710 0.321935 -0.873521 -0.9 -1.4 -1.4
Mg 1.019810 1.298324 -1.848183 1.1 -0.5 0.2
C -2.290587 -0.921652 -1.888744 0.0 0.1 0.1
O -2.968620 -1.255576 -0.693596 0.0 0.0 -0.1
C -4.349924 -1.533433 -0.891575 0.1 0.0 0.3
C -4.620240 -3.020817 -0.904696 -0.2 -0.1 -0.3
O -4.028111 -3.650846 -2.027092 0.2 0.1 0.1
C -2.816385 -4.319033 -1.710371 0.0 -0.1 0.0
H -1.219406 -0.950705 -1.679884 0.0 0.0 0.1
H -2.507870 -1.623743 -2.696670 0.0 0.0 0.0
H -2.561051 0.094543 -2.203995 0.0 0.0 -0.1
H -4.711097 -1.069642 -1.814356 0.0 0.0 0.0
H -4.891894 -1.084252 -0.052804 0.0 0.0 0.0
H -5.700564 -3.180294 -0.978049 0.0 0.0 0.1
H -4.272400 -3.480944 0.025715 0.0 0.0 0.0
H -3.027224 -5.239387 -1.158125 0.1 0.0 0.1
H -2.147015 -3.690437 -1.119239 0.0 0.0 0.0
H -2.322634 -4.575964 -2.646364 -0.1 0.0 0.0
C -0.710289 -3.878446 3.459077 0.1 -0.1 0.0
C -1.910608 -4.375838 2.671042 0.0 0.1 0.1
O -1.585611 -5.313779 1.663007 -0.1 0.1 -0.2
C -0.988055 -6.520898 2.102102 0.0 -0.1 0.1
C -1.865534 -7.335629 3.037153 -0.1 0.1 0.1
H 0.060607 -3.503844 2.783794 0.0 0.0 0.0
H -1.008772 -3.075198 4.133773 0.0 0.0 0.0
H -0.263890 -4.670511 4.061685 0.0 0.0 0.1
H -2.371966 -3.534383 2.150852 0.0 -0.1 -0.1
H -2.673273 -4.784327 3.344083 0.0 0.0 0.0
H -0.013553 -6.321086 2.561476 0.0 0.0 0.0
H -0.793981 -7.097500 1.197514 0.0 0.1 -0.1
H -2.019265 -6.830902 3.992208 0.0 0.0 0.0
H -1.402615 -8.300980 3.242370 0.0 0.0 0.0
H -2.846775 -7.503321 2.591029 0.0 0.0 0.0
O 4.674455 3.646512 -8.203029 -0.1 -0.2 0.1
H 5.153833 2.882748 -8.536349 0.0 0.0 0.0
H 4.907407 3.685479 -7.264649 0.0 0.2 0.2
C 3.717377 5.069006 2.790059 -0.5 -0.9 -0.1
O 4.176503 6.179376 3.026109 0.2 0.4 0.0
O 2.625005 4.884856 2.137694 -0.2 -0.2 0.0
O 4.235062 3.965608 3.162242 0.3 0.2 0.1
```
Positions in Å, forces in eV/Å.

Computed properties:
Gap between HOMO and LUMO: 0.094 hartree
Multiplicity: 1
Electronic energy: -86322.6375 eV

# 2
A 3-piece molecular cluster, C20H39ClN2O10P2 overall. Source: OMol25; level of theory: wB97M-V/def2-TZVPD.

```
74
Properties=species:S:1:pos:R:3:forces:R:3
C -3.822121 1.354144 -4.335081 -0.3 -0.3 -0.5
C -3.162020 0.182933 -5.069246 0.2 0.2 0.6
C -1.623520 0.285498 -5.131555 -0.5 -0.5 0.3
C -1.041322 -1.106134 -4.882085 -0.1 -0.2 -0.9
N 0.416884 -1.181483 -5.015575 -0.1 0.4 0.6
C 1.141305 -1.182700 -3.755377 -0.7 -1.0 -0.6
O 0.558679 -0.125222 -2.984033 0.7 0.2 -0.1
C 1.408063 0.624411 -2.262962 0.4 0.8 0.4
O 2.583236 0.398944 -2.113894 -0.1 -0.3 -0.4
C 0.741517 1.790008 -1.574183 -0.7 -0.6 0.2
C 0.782369 1.549509 -0.044141 -0.1 -0.2 -0.3
C -0.509249 1.978884 0.636545 0.6 0.6 0.3
Cl -0.670416 1.201340 2.245906 0.0 0.0 -0.1
C 0.974319 -2.481778 -2.954546 0.1 -0.1 0.0
C 0.392955 -3.620991 -3.490537 0.1 0.3 0.0
C 0.241528 -4.738809 -2.686923 -0.1 0.4 -0.4
C 0.690866 -4.668148 -1.384850 -0.2 -0.9 0.4
N 1.288783 -3.614984 -0.839628 -0.1 0.2 -0.7
C 1.408540 -2.558630 -1.636381 0.3 0.6 0.1
H -4.848070 1.085576 -4.077648 -0.1 0.1 -0.1
H -3.318397 1.593679 -3.399587 0.2 0.1 -0.1
H -3.859155 2.224495 -4.990202 0.1 0.2 0.2
H -3.422845 -0.725111 -4.516653 0.0 -0.1 -0.1
H -3.590176 0.073880 -6.065984 0.0 0.0 0.0
H -1.317025 0.644475 -6.112411 0.3 0.1 0.1
H -1.273067 0.950268 -4.343583 0.1 0.2 -0.2
H -1.424441 -1.501766 -3.936247 0.2 0.1 0.1
H -1.462854 -1.756604 -5.657203 0.0 -0.1 0.0
H 0.700461 -1.983887 -5.555885 0.1 0.1 -0.1
H 2.185769 -1.019970 -4.011442 0.1 0.3 0.5
H 1.241018 2.706666 -1.874764 0.0 0.0 0.0
H -0.307266 1.824782 -1.872581 0.1 0.2 -0.2
H 1.634991 2.075116 0.378037 0.0 -0.1 0.2
H 0.905314 0.480434 0.135700 0.2 0.0 0.0
H -0.461633 3.045294 0.847468 -0.3 0.1 -0.1
H -1.392030 1.742389 0.051574 0.0 -0.1 0.1
H 0.050088 -3.607674 -4.515688 -0.1 -0.2 0.0
H -0.238729 -5.619684 -3.085963 0.0 -0.1 0.2
H 0.550755 -5.534427 -0.745808 0.1 0.1 0.1
H 1.892075 -1.686580 -1.212055 0.1 -0.1 0.1
C 0.790476 -4.156508 2.213280 -0.1 0.6 0.0
O 0.969400 -5.584641 2.206585 0.0 -2.7 -0.8
P 0.812703 -6.314156 3.640559 0.6 3.6 3.8
O -0.342118 -5.707451 4.312932 -0.2 -0.4 -0.3
O 2.250929 -5.781791 4.228072 0.0 -0.3 -0.4
C 3.411502 -5.742810 3.390676 0.0 0.1 0.2
O 0.926497 -7.768998 4.346085 -0.1 -0.5 -2.6
C 2.140152 -8.534961 4.282505 0.0 -0.1 0.1
H 1.246909 -3.774042 1.302350 0.0 -0.3 0.1
H -0.269580 -3.912252 2.208454 0.0 -0.1 0.2
H 1.270348 -3.697932 3.077584 -0.1 -0.2 0.1
H 3.655998 -4.705307 3.161688 0.0 0.0 -0.1
H 3.269096 -6.282604 2.455956 0.0 0.1 0.0
H 4.242034 -6.191558 3.935774 0.0 0.0 0.0
H 2.842801 -8.166586 5.028329 0.0 0.1 0.0
H 2.594629 -8.497517 3.293822 0.0 0.0 0.0
H 1.890418 -9.567172 4.515412 -0.1 0.0 0.0
C -0.707076 9.193406 1.434398 -0.1 0.3 -0.3
O 0.004193 8.291090 2.289358 2.0 -1.3 1.4
P -0.580918 6.782895 2.342818 -5.1 -0.1 -1.8
O -0.939401 6.416418 0.964974 0.6 0.0 0.0
O -1.895199 7.165279 3.245734 0.5 0.1 0.3
C -1.791613 8.088343 4.336404 -0.2 -0.1 -0.1
O -0.348157 5.350330 3.050841 2.2 1.3 0.5
C -0.375809 5.217883 4.484519 0.0 -0.2 0.1
H -0.437929 10.199014 1.752841 0.1 -0.1 0.1
H -0.402480 9.048549 0.401069 -0.1 -0.1 0.0
H -1.783950 9.061146 1.527768 0.0 -0.1 0.0
H -2.290659 9.019989 4.068463 0.0 0.0 0.0
H -0.758247 8.307537 4.599898 0.0 0.1 0.0
H -2.292604 7.653752 5.200788 0.0 0.0 0.0
H -1.408856 5.174507 4.824571 0.0 0.1 -0.1
H 0.145501 6.035960 4.978443 0.0 0.0 0.0
H 0.115832 4.282048 4.736523 0.1 0.0 -0.1
```
Positions in Å, forces in eV/Å.

Computed properties:
SMILES string: CCCCN[C@@H](OC(=O)CCCCl)c1cccnc1.COP(=O)(OC)OC.COP(=O)(OC)OC
Gap between HOMO and LUMO: 0.347 hartree
Multiplicity: 1
Electronic energy: -75928.9864 eV

# 3
A 9-piece molecular cluster, C20H39ClN8O18 overall. Source: OMol25; level of theory: wB97M-V/def2-TZVPD.

```
86
Properties=species:S:1:pos:R:3:forces:R:3
C 3.359367 -1.207516 0.497993 0.1 0.1 -0.2
C 3.804951 0.147737 -0.024028 -0.2 0.3 0.3
C 3.741812 1.257184 1.041115 0.4 -0.8 -0.2
C 2.443791 1.377684 1.837204 -0.1 0.8 0.3
C 1.425832 2.339259 1.220720 0.6 0.0 -0.4
C 0.676353 1.765182 0.011526 -0.4 0.2 0.8
C -0.688056 1.163192 0.283922 -0.1 -0.2 -0.7
C -1.491045 0.846717 -0.746445 0.3 0.2 0.7
C -2.825892 0.245678 -0.530760 -0.7 0.1 -0.7
O -3.777059 0.430991 -1.269216 0.9 -0.3 0.5
C -2.909144 -0.614074 0.698457 0.1 0.0 0.4
Cl -4.046315 -1.905696 0.686799 0.0 0.2 0.0
C -2.126817 -0.330620 1.741858 -0.3 -0.2 -0.7
C -1.227669 0.860519 1.645766 -0.2 0.0 0.7
O -1.042040 1.535645 2.642028 0.1 -0.3 -0.5
H 3.996637 -1.488142 1.335157 -0.1 -0.1 0.2
H 2.323810 -1.221151 0.820572 -0.2 0.0 0.1
H 3.457936 -1.965310 -0.266586 0.0 -0.2 -0.1
H 4.827316 0.032212 -0.369908 0.2 0.2 -0.1
H 3.242627 0.475111 -0.896960 -0.2 -0.2 -0.2
H 4.558302 1.061889 1.736924 0.0 0.0 0.2
H 3.995029 2.199773 0.559169 -0.1 0.3 0.0
H 2.706581 1.803334 2.805321 0.0 0.0 0.2
H 1.991833 0.416509 2.063147 0.0 -0.2 -0.1
H 2.012197 3.182415 0.857192 0.0 0.2 -0.1
H 0.768090 2.738801 1.981220 -0.2 -0.1 0.0
H 0.538192 2.537903 -0.737069 0.0 0.0 -0.2
H 1.280661 0.977778 -0.429325 0.1 -0.1 -0.2
H -1.162893 1.041762 -1.755672 -0.2 0.1 -0.2
H -2.170451 -0.907362 2.651383 0.0 0.2 0.3
C 4.317670 -1.440758 -4.758164 -0.2 0.0 -0.1
N 4.365825 -1.295230 -3.275600 -0.1 -0.1 -0.2
O 3.352855 -1.531962 -2.654640 0.0 0.0 -0.1
O 5.423293 -0.951477 -2.792400 0.1 0.0 0.2
H 3.318480 -1.754475 -5.035508 0.0 0.0 0.1
H 4.564572 -0.476567 -5.190757 0.1 0.0 0.0
H 5.055653 -2.185903 -5.037251 0.1 0.1 0.0
C -3.878273 3.055266 3.750240 0.1 0.1 0.0
N -4.909425 2.056151 4.133239 0.1 0.1 0.0
O -5.299652 2.045074 5.281422 0.0 0.0 0.1
O -5.297797 1.305989 3.260959 0.0 -0.1 -0.1
H -3.629057 3.646717 4.623101 -0.1 0.0 0.0
H -3.012923 2.505425 3.393496 0.0 0.0 0.0
H -4.299364 3.678093 2.963319 0.1 -0.3 0.1
C -6.926332 6.535432 1.518180 -0.1 -0.1 0.1
N -5.469276 6.239307 1.453752 -0.1 -0.1 0.1
O -5.023617 5.422057 2.236393 -0.1 0.2 -0.1
O -4.823522 6.832433 0.623912 0.1 0.1 -0.1
H -7.364894 5.931545 2.303180 0.1 0.0 0.0
H -7.032029 7.594896 1.729388 0.0 0.0 -0.1
H -7.349189 6.289965 0.549093 0.0 0.1 0.0
C -0.972114 -4.003324 1.710939 -0.1 -0.1 -0.1
N 0.437742 -4.468767 1.638085 -0.1 0.0 0.0
O 0.770492 -5.386307 2.361078 0.0 -0.1 0.0
O 1.168777 -3.903403 0.854078 0.1 0.1 -0.1
H -1.492817 -4.598281 2.441472 0.1 -0.1 0.1
H -0.955512 -2.956695 1.998560 0.0 0.0 -0.1
H -1.406718 -4.132093 0.721358 0.1 0.2 0.2
C -1.432246 -6.846225 -2.303416 -0.1 -0.1 0.1
N -0.825567 -5.499981 -2.115838 0.0 -0.1 0.1
O -1.281808 -4.793510 -1.238520 -0.1 0.0 -0.2
O 0.083162 -5.201428 -2.851887 0.1 0.1 -0.1
H -2.226706 -6.969152 -1.577293 0.0 0.0 0.0
H -1.814895 -6.890167 -3.318231 0.1 0.0 0.0
H -0.645479 -7.579109 -2.154375 0.0 0.0 -0.1
C -5.429688 -3.728451 4.276997 -0.2 0.0 0.0
N -4.390786 -4.600566 3.664910 -0.1 0.1 0.0
O -4.722520 -5.695592 3.273412 0.0 -0.1 -0.1
O -3.268123 -4.143368 3.595934 -0.1 0.1 0.1
H -6.372215 -4.261927 4.268770 0.0 0.0 0.0
H -5.110371 -3.506157 5.290428 0.1 0.1 0.0
H -5.483358 -2.821311 3.681352 0.1 0.0 0.0
C -0.543038 4.782579 -3.702913 -0.1 -0.1 0.1
N 0.918187 4.498799 -3.753211 -0.1 0.0 0.0
O 1.350188 3.629220 -3.026226 0.0 -0.1 0.1
O 1.576868 5.161294 -4.521644 0.1 0.1 -0.1
H -0.998117 4.119072 -2.977227 0.0 0.0 0.0
H -0.661786 5.822116 -3.414022 0.0 0.0 -0.1
H -0.941273 4.610348 -4.697879 0.0 0.1 0.0
C 8.911156 -0.162652 -3.334525 -0.1 0.1 0.1
N 8.427050 -0.739838 -4.617482 0.0 0.1 0.2
O 7.336963 -0.390942 -5.010123 -0.1 0.1 -0.3
O 9.158198 -1.526793 -5.178352 0.1 -0.1 0.0
H 8.152074 0.511022 -2.955980 -0.1 0.0 0.0
H 9.078589 -0.988952 -2.651077 0.1 0.0 0.0
H 9.838763 0.361130 -3.543976 0.1 -0.1 0.0
```
Positions in Å, forces in eV/Å.

Computed properties:
SMILES string: CCCCCCC1=CC(=O)C(Cl)=CC1=O.C[N+](=O)[O-].C[N+](=O)[O-].C[N+](=O)[O-].C[N+](=O)[O-].C[N+](=O)[O-].C[N+](=O)[O-].C[N+](=O)[O-].C[N+](=O)[O-]
Gap between HOMO and LUMO: 0.319 hartree
Multiplicity: 1
Electronic energy: -82646.9958 eV

Q: Among the records above, which one has the highest electronic energy?
A: C20H39ClN2O10P2